Density functional theory data (the ωB97M-V functional and the def2-TZVPD basis) for a molecular structure, C6H18O6Zn in a non-equilibrium geometry.

```
31
Properties=species:S:1:pos:R:3:forces:R:3
Zn -18.3779 -19.6798 -10.5771 0.115 0.141 -0.272
C -19.7913 -20.6477 -8.3760 -0.974 -0.685 -1.205
C -19.5336 -19.1835 -8.0753 -0.996 -0.237 1.691
O -18.6889 -18.5318 -9.0011 -0.054 0.082 -0.354
O -19.8287 -20.8766 -9.8623 0.472 0.668 1.180
H -20.7819 -21.0361 -8.1393 -0.135 0.669 0.843
H -19.0865 -21.3421 -7.9188 0.286 0.299 -0.180
H -19.0436 -19.1391 -7.1027 0.103 -0.146 0.200
H -20.4129 -18.5479 -7.9705 -0.446 -0.542 -0.191
H -18.2457 -17.8272 -8.5230 0.709 0.693 -0.015
H -20.4065 -21.6195 -10.0514 -0.252 -0.487 -0.306
C -15.4027 -19.3693 -10.8444 -0.746 -2.761 1.284
C -15.8481 -20.8220 -10.3398 1.961 1.628 1.503
O -16.9881 -20.7117 -9.4026 1.150 -0.083 -1.839
O -16.6215 -18.7438 -11.2298 1.087 0.477 -0.663
H -14.6264 -19.4970 -11.5987 -0.491 0.105 -0.642
H -14.9182 -18.8024 -10.0494 -0.286 -0.158 0.294
H -14.9782 -21.0769 -9.7343 -0.024 -0.532 0.127
H -15.9610 -21.6198 -11.0739 -0.358 0.488 -0.093
H -16.7671 -21.1437 -8.5743 0.072 -0.260 0.541
H -16.3325 -18.0441 -11.8201 -0.638 0.844 -0.429
C -18.4722 -20.0732 -13.3315 -1.189 0.197 -2.254
C -19.7808 -19.4024 -13.0391 -0.177 -0.144 -0.408
O -19.6096 -18.5785 -11.8656 -0.014 0.242 -0.952
O -18.1634 -20.9037 -12.2839 0.750 -0.921 1.142
H -17.7306 -19.3234 -13.6071 0.264 0.180 0.587
H -18.5258 -20.6939 -14.2259 -0.502 0.038 -0.261
H -20.6350 -20.0215 -12.7650 0.320 -0.611 -0.592
H -19.9938 -18.8711 -13.9667 -0.400 0.643 0.361
H -19.9525 -17.7149 -12.1069 0.029 0.705 0.528
H -17.6288 -21.6169 -12.6404 0.365 -0.531 0.377
```
Positions in Å, forces in eV/Å.

Output
E_tot   -2469.795304 Ha
2S+1   2
Kohn-Sham gap (spin up / spin down)   3.414 / 11.618 eV
Highest occupied orbital energy (spin up / spin down)   -0.217 / -0.526 hartree
Charge   +1

---

Density functional theory data (the ωB97M-V functional and the def2-TZVPD basis) for C6H18OSi2 in the gas phase in a non-equilibrium geometry.

```
27
Properties=species:S:1:pos:R:3:forces:R:3
O 0.0592 -1.3498 0.1306 -0.593 2.136 0.207
C 2.2987 -0.8315 -1.0724 0.745 0.682 0.751
C 1.8396 -0.5177 1.9814 -0.768 -0.127 -0.422
C 1.2476 1.7558 -0.0191 -1.083 -0.474 -0.258
C -1.3063 0.9187 -1.5426 0.977 -0.162 0.495
C -1.8181 0.5716 1.3401 0.980 0.316 -0.289
C -2.3182 -1.7773 -0.7450 -0.812 0.453 0.484
Si 1.1702 -0.1290 0.2632 4.781 -1.518 0.289
Si -1.2322 -0.3797 -0.1659 -3.775 -1.428 -1.351
H 2.6453 -1.8619 -0.8665 -0.350 0.512 -0.084
H 3.1492 -0.1502 -0.9599 0.440 -0.219 -0.597
H 1.8929 -0.7509 -2.0796 0.023 -0.004 -0.027
H 2.8645 -0.8783 1.8926 -0.011 -0.024 0.221
H 1.7831 0.3377 2.6444 0.130 0.014 0.347
H 1.1558 -1.3306 2.3170 0.742 0.509 0.131
H 1.1209 1.9703 -1.0715 0.079 0.071 -0.260
H 2.1915 2.1859 0.2716 0.587 -0.347 0.382
H 0.4794 2.2967 0.5091 -0.306 0.321 0.271
H -0.8177 0.5880 -2.4656 -0.347 0.158 -0.013
H -2.3413 1.2426 -1.6774 -0.006 -0.409 -0.150
H -0.7749 1.7756 -1.1525 -0.108 0.382 -0.368
H -0.9789 0.7335 2.0143 0.063 -0.112 0.361
H -2.6115 0.0984 1.8803 -0.457 -0.315 0.341
H -2.1068 1.5744 1.0376 -0.315 0.081 -0.084
H -2.6564 -1.6268 -1.7707 -0.215 -0.132 0.101
H -1.7726 -2.7202 -0.6547 -0.219 0.154 0.024
H -3.1632 -1.7453 -0.0389 -0.179 -0.517 -0.500
```
Positions in Å, forces in eV/Å.

Output
E_tot   -893.703962 Ha
Energy above the lowest of the compared OMol25 structures with the same formula, charge and spin   1.5 kcal per mole
Kohn-Sham gap   10.411 eV
Highest occupied orbital energy   -0.356 hartree

---

Density functional theory data (the ωB97M-V functional and the def2-TZVPD basis) for a molecular structure, C6H19AlBrCaCl2F3N4O11 in a non-equilibrium geometry.

```
48
Properties=species:S:1:pos:R:3:forces:R:3
C 4.8342 0.2570 -0.7902 -0.300 0.154 -0.524
N 3.9050 1.3202 -0.3518 -0.966 -0.521 -0.701
C 2.9848 1.7274 -1.4557 2.034 1.400 -0.474
N 1.5485 1.6843 -1.0820 0.218 -1.135 -1.439
C 0.8843 0.5625 -1.0501 -1.082 -0.311 1.645
N 1.3903 -0.7457 -1.3587 -0.499 2.065 -0.683
N -0.5133 0.6564 -0.6102 1.065 -1.306 -1.062
C -1.4129 0.6873 -1.8457 -0.316 0.520 -0.900
H 5.4417 0.5987 -1.6970 -0.585 -0.423 1.396
H 5.5453 -0.0151 0.0649 -0.804 0.400 -1.268
H 4.2490 -0.6663 -1.1686 0.918 0.675 0.538
H 3.2546 0.9864 0.4657 1.767 0.784 -1.648
H 3.2102 2.8208 -1.6973 -0.564 -1.403 0.187
H 3.2137 1.1597 -2.4215 -0.695 0.523 1.205
H 1.0979 2.5760 -0.8317 0.028 -0.812 -0.160
H 2.1358 -0.7360 -2.0593 -0.140 0.000 0.495
H 1.6291 -1.2830 -0.5224 -0.199 0.499 -0.206
H -0.6880 -0.2799 -0.2086 0.235 0.801 -0.031
H -1.7862 1.7477 -2.0345 0.721 -1.530 0.049
H -0.8210 0.3659 -2.7592 -0.947 0.337 0.927
H -2.3069 0.0011 -1.7200 1.205 0.748 0.032
Br 1.9718 0.2957 1.6088 -0.245 -1.937 1.236
C -2.6155 -0.1059 2.3413 0.576 0.016 -0.506
C -3.6535 -0.9678 1.6249 -1.504 2.084 2.960
O -3.4076 -1.2085 0.3955 0.466 -1.075 -1.523
O -4.5984 -1.3345 2.3226 0.665 -0.659 -1.294
H -1.8017 0.1830 1.6685 0.098 0.106 0.159
H -3.0863 0.8027 2.7212 0.019 -0.201 0.302
H -2.1884 -0.6588 3.1831 -0.052 0.332 0.235
Ca -2.1556 -2.8119 1.0060 0.488 -1.615 0.406
O -3.1287 5.6003 -3.0848 0.182 -0.528 0.225
Cl -2.2173 4.6368 -3.6564 0.104 2.079 -1.450
O -2.3482 3.3749 -2.9318 -0.262 -1.061 1.300
O -0.8582 5.1090 -3.5304 -0.268 -0.445 0.268
O -2.5362 4.4171 -5.0430 0.109 -0.294 0.744
Al 4.0792 -1.6744 1.2534 -0.838 0.410 0.780
F 1.2741 0.2556 4.2659 0.502 0.649 0.668
O 0.1227 -7.0505 3.5982 -0.008 1.022 0.201
Cl -0.3745 -6.7910 2.2567 -0.510 -2.446 -0.931
O 0.2433 -7.6907 1.3223 -0.206 0.808 0.435
O -0.0496 -5.4186 1.8927 -0.147 1.688 -0.235
O -1.8105 -6.9602 2.2243 0.187 0.569 0.022
F 2.7012 1.7650 5.1452 -0.771 -0.853 -0.560
F 0.8492 -8.8385 3.9514 0.177 -0.452 0.068
O -2.8724 2.9749 0.2623 -0.200 -0.117 0.247
H -2.6793 3.0799 -0.7031 0.081 0.328 -0.863
H -3.0450 2.0354 0.4908 0.119 0.162 -0.084
H -3.6104 3.5555 0.5483 0.144 -0.035 -0.189
```
Positions in Å, forces in eV/Å.

Output
E_tot   -5999.550147 Ha
Kohn-Sham gap   1.575 eV
Highest occupied orbital energy   -0.235 hartree

---

Density functional theory data (the ωB97M-V functional and the def2-TZVPD basis) for 2 unconnected molecules or ions with the total composition C6H19N2O in a non-equilibrium geometry.

```
28
Properties=species:S:1:pos:R:3:forces:R:3
N -2.1595 0.3929 -0.7947 -1.380 1.661 -0.691
C -1.0342 -0.4327 -1.2784 1.063 -0.825 -0.935
C -1.4300 -1.6064 -2.1816 -0.433 0.901 -0.479
C -0.1847 -0.8646 -0.0367 -0.913 0.275 0.552
N -0.6571 -0.1079 1.1342 -0.044 -0.649 1.590
C 1.6060 -0.2468 2.3323 0.285 -0.024 -1.202
C 0.3327 0.5690 2.0125 0.553 0.750 -0.410
C 0.7123 1.8913 1.2690 0.798 -0.754 0.197
H -3.1137 0.0247 -0.7676 0.385 -0.943 0.315
H -1.8691 0.7270 0.1757 0.188 -0.589 0.094
H -2.3397 1.2122 -1.3833 0.612 0.000 -0.022
H -0.4429 0.1977 -1.9454 0.141 0.340 0.621
H -0.6147 -2.3128 -2.2193 -0.012 -0.524 0.469
H -2.3944 -2.0105 -1.8680 0.277 -0.535 -0.024
H -1.5048 -1.2993 -3.2397 -0.324 0.140 0.488
H 0.8712 -0.6961 -0.2218 -0.166 -0.051 -0.256
H -0.3712 -1.9130 0.2179 0.270 -0.019 -0.624
H -1.1033 -0.7828 1.7484 -0.260 0.058 -0.161
H 2.4219 0.4658 2.4840 -0.072 -0.243 0.436
H 1.8767 -0.7605 1.4028 0.242 -0.019 0.143
H 1.6068 -1.0377 3.0971 -0.463 0.621 0.025
H -0.1237 0.7855 2.9941 -0.391 0.076 -0.724
H 0.8623 2.6745 2.0021 0.103 0.297 -0.107
H 1.6446 1.7439 0.7007 -0.099 0.078 0.336
H 0.0129 2.2147 0.4963 -0.410 -0.041 0.415
H 2.8444 -0.0233 -1.5318 0.221 -0.394 0.447
H 2.4880 0.8572 -2.6506 -0.494 -0.004 0.032
O 2.0631 0.3384 -1.9482 0.325 0.417 -0.526
```
Positions in Å, forces in eV/Å.

Output
E_tot   -424.503342 Ha
Energy above the lowest of the compared OMol25 structures with the same formula, charge and spin   21.2 kcal per mole
Kohn-Sham gap   10.526 eV
Highest occupied orbital energy   -0.494 hartree
Charge   +1

---

Density functional theory data (the ωB97M-V functional and the def2-TZVPD basis) for 3 unconnected molecules or ions with the total composition C6H19N2O2 in a non-equilibrium geometry.

```
29
Properties=species:S:1:pos:R:3:forces:R:3
C 1.6322 -2.1730 -1.5006 -1.942 -0.688 -0.285
C 0.4189 -1.2897 -1.2021 0.404 -0.682 0.689
C 0.7265 0.1824 -1.2471 2.215 0.465 -0.686
C -0.2961 1.1814 -0.8417 0.163 0.428 1.226
C -1.0897 1.9106 -1.6058 -0.379 -0.547 0.276
C 0.6102 2.4300 1.0802 -0.140 0.268 0.484
N -0.2875 1.3636 0.6038 -0.196 0.309 -0.435
N -0.1062 -1.5889 0.1948 0.451 1.443 -0.303
H 1.9461 -1.9147 -2.5060 0.845 0.147 0.204
H 2.3392 -2.2156 -0.6838 0.585 0.495 -0.225
H 1.2367 -3.1909 -1.6082 0.198 -0.030 0.063
H -0.4043 -1.5609 -1.8426 -0.281 0.026 -0.429
H 1.6440 0.3187 -0.6496 -0.447 0.027 0.686
H 1.2521 0.4153 -2.1815 -0.963 -0.130 -0.519
H -1.7896 2.5976 -1.1550 0.040 0.235 -0.010
H -1.1592 1.7501 -2.6534 0.060 0.003 -0.776
H 0.5200 3.4420 0.6656 -0.431 -0.334 -0.602
H 1.6514 2.1613 0.9810 0.281 -0.284 0.157
H 0.3278 2.5648 2.1190 0.496 -0.043 0.397
H -1.2125 1.6208 0.9242 -0.200 -0.088 -0.190
H -0.3690 -2.5480 0.3837 -0.282 -0.132 -0.160
H -0.8755 -0.9130 0.2905 -0.470 -0.700 0.690
H 0.5612 -1.2684 0.9115 0.172 -0.196 0.154
H -3.2979 -0.4664 0.1366 0.247 0.071 -0.142
H -3.5194 -0.8679 1.5451 0.392 -0.085 0.252
O -2.7926 -0.7022 0.9269 -0.684 0.079 -0.230
H 0.6210 0.2424 2.5497 0.015 0.033 0.096
H 0.5699 -0.9746 3.4927 0.120 0.142 0.085
O 1.1422 -0.5068 2.8719 -0.272 -0.232 -0.466
```
Positions in Å, forces in eV/Å.

Output
E_tot   -499.749085 Ha
Energy above the lowest of the compared OMol25 structures with the same formula, charge and spin   43.3 kcal per mole
Kohn-Sham gap   10.078 eV
Highest occupied orbital energy   -0.475 hartree
Charge   +1

---

Density functional theory data (the ωB97M-V functional and the def2-TZVPD basis) for a molecular structure, C6H19N4P2 in a non-equilibrium geometry.

```
31
Properties=species:S:1:pos:R:3:forces:R:3
C -1.6241 0.4788 1.9476 -3.772 1.776 -0.171
C -0.2492 2.3985 1.2318 -1.276 -3.013 1.777
C 2.2557 0.0915 -0.6968 -0.073 2.090 -1.168
C 0.8285 1.5153 -2.1978 3.923 -2.527 -2.024
C 0.4118 -2.0168 1.4428 1.970 0.456 -2.753
C -0.4148 -2.7088 -0.8433 -0.392 -0.420 3.516
N -1.6649 0.2281 -1.3852 1.699 -0.977 0.857
N -0.5054 0.9399 1.1961 1.097 -3.657 -3.996
N 0.9187 0.3197 -1.3050 1.333 1.239 1.021
N -0.2742 -1.6978 0.1780 -0.985 3.923 0.284
P -3.1271 -0.1198 -0.9423 -0.731 -0.190 -1.449
P -0.3473 -0.1072 -0.4022 -1.275 1.779 3.937
H -2.5376 1.3017 1.7906 1.532 -2.177 -0.024
H -2.0445 -0.5795 1.7759 1.035 1.721 0.058
H -1.4892 0.6509 2.9966 0.491 -0.345 0.853
H -1.1349 2.8991 0.9717 -1.573 0.961 0.079
H -0.0199 2.4810 2.3121 0.610 1.182 -0.896
H 0.3834 2.6122 0.4439 2.308 0.763 -0.778
H 2.9335 -0.5395 -1.1719 0.499 -1.463 -1.574
H 2.8811 0.9676 -0.5025 -0.692 0.727 -0.593
H 2.1734 -0.2319 0.2534 -0.696 -1.594 3.257
H -0.1361 1.8203 -2.3263 -2.364 1.151 -0.081
H 1.6297 2.2912 -2.1007 -1.019 -0.545 0.892
H 1.1463 1.0052 -3.1435 -0.509 0.992 0.104
H 0.3875 -1.3860 2.2914 -0.196 1.282 0.161
H 0.0356 -2.9035 1.7143 -1.824 -3.345 1.332
H 1.4159 -2.3109 1.1354 0.558 0.477 0.569
H -0.7205 -3.6399 -0.4201 0.353 -0.807 0.605
H -1.2029 -2.4935 -1.4217 -2.797 1.143 -2.510
H 0.4294 -2.7506 -1.3764 3.231 -0.789 -2.253
H -3.5980 0.0172 -2.3288 -0.465 0.187 0.969
```
Positions in Å, forces in eV/Å.

Output
E_tot   -1141.383824 Ha
Energy above the lowest of the compared OMol25 structures with the same formula, charge and spin   29.7 kcal per mole
Kohn-Sham gap   7.221 eV
Highest occupied orbital energy   -0.451 hartree
Charge   +1

---

Density functional theory data (the ωB97M-V functional and the def2-TZVPD basis) for a molecular structure, C6H20CuN3O in a non-equilibrium geometry.

```
31
Properties=species:S:1:pos:R:3:forces:R:3
C -3.3023 -1.4691 -2.1915 6.586 2.117 -0.482
Cu 0.2347 0.0151 -2.0669 -3.130 -1.203 -0.195
N 1.3071 0.7203 -3.3282 0.707 0.432 -1.829
H -5.2514 -1.8964 -1.9032 -4.643 -0.925 0.920
H -4.4867 -1.6365 -2.0156 0.827 -0.291 -0.532
H -2.6179 -1.6848 -1.3298 -0.769 -0.496 0.542
H -2.4665 -1.6462 -2.9498 -0.988 -0.670 -0.489
H -3.1413 -0.3641 -2.2080 -0.745 0.307 0.097
H 2.1494 0.1794 -3.1301 0.509 0.149 -0.373
H 1.4084 1.6685 -2.9754 0.400 0.553 -0.260
H 1.0750 0.7026 -4.3135 0.250 0.164 -0.173
C -1.4945 0.8844 0.3143 -0.136 -0.119 -0.174
N -0.3949 0.3803 1.1472 0.544 -0.092 -0.354
C -0.7969 -0.1869 2.4285 0.046 0.262 -0.156
C 0.8614 0.1873 0.6614 1.249 -0.611 -1.742
O 1.2167 0.0311 -0.5586 -1.509 0.468 2.790
N 1.9545 0.0826 1.4411 -0.568 0.075 0.543
C 2.0145 0.6009 2.7812 -0.056 -0.032 0.260
C 3.1858 -0.1563 0.7095 0.569 -0.287 0.268
H -2.1307 1.5018 0.9711 0.177 -0.126 -0.305
H -2.1034 0.0715 -0.1278 0.301 0.335 0.248
H -1.1173 1.5088 -0.5113 -0.029 -0.187 0.387
H -0.1437 -1.0097 2.7091 -0.011 -0.003 0.005
H -0.7826 0.5846 3.2009 -0.096 -0.138 0.195
H -1.8104 -0.5737 2.3296 0.025 -0.024 -0.020
H 1.6882 -0.1790 3.4935 0.290 0.571 0.057
H 3.0665 0.8603 2.9469 -0.446 0.133 0.370
H 1.3647 1.4940 2.8681 0.431 -0.378 0.136
H 3.1185 -1.0845 0.1315 0.100 0.233 0.191
H 3.4315 0.6532 0.0104 -0.103 -0.089 0.165
H 3.9637 -0.2397 1.4654 0.219 -0.128 -0.090
```
Positions in Å, forces in eV/Å.

Output
E_tot   -2120.312357 Ha
2S+1   2
Energy above the lowest of the compared OMol25 structures with the same formula, charge and spin   109.2 kcal per mole
Kohn-Sham gap (spin up / spin down)   2.705 / 3.606 eV
Highest occupied orbital energy (spin up / spin down)   -0.007 / -0.044 hartree
Charge   -1